No. 1
The following is a DFT calculation (ωB97M-V/def2-TZVPD) of a molecular structure, C11H22CoF9N2O11S3 at a distorted geometry.

Computed properties:
Total charge   -1
Orbital gap (spin up / spin down)   8.75 / 8.70 eV
<S²>   3.755
Multiplicity   4
M   684.416 u

XYZ file:
```
59
Properties=species:S:1:pos:R:3:forces:R:3:mulliken_charge:R:1
Co -0.05516 0.16791 0.46410 -1.81 0.27 -0.01 1.504
C -2.75876 -0.25916 4.18537 2.04 0.27 -0.59 0.561
F -3.03227 0.13619 5.41868 -0.17 0.23 0.25 -0.228
F -2.96638 -1.57739 4.12914 -0.34 0.26 -0.36 -0.238
F -3.52984 0.40149 3.32308 0.16 -0.51 0.31 -0.150
S -0.84280 0.05696 3.83719 1.29 0.50 2.16 1.045
O -0.66135 0.11512 2.39605 -0.54 -0.51 -0.21 -0.613
O -0.47237 1.33517 4.46283 -1.01 -1.37 -0.52 -0.740
O -0.17979 -1.11195 4.43490 -0.94 0.75 -0.56 -0.731
C -3.99965 2.89925 0.57600 2.10 -0.39 1.13 0.593
F -4.53665 1.91075 -0.15279 -0.07 0.95 0.49 -0.193
F -4.52266 4.09666 0.25579 -0.03 -0.91 0.04 -0.225
F -4.23250 2.67640 1.91423 -0.14 0.16 -1.65 -0.238
S -2.04861 2.96763 0.27699 0.02 0.92 2.76 0.923
O -1.47132 3.71480 1.40914 -1.13 -0.04 -1.49 -0.710
O -1.53008 1.60591 0.37145 -0.93 -0.25 -1.03 -0.338
O -2.02651 3.57551 -1.02059 0.29 0.08 -0.69 -0.711
C -4.18717 -1.85399 0.36672 -0.36 -0.50 -1.58 0.517
F -5.29534 -2.35092 -0.29481 1.30 -0.14 0.12 -0.265
F -4.56834 -0.65262 0.73253 0.54 0.51 0.53 -0.182
F -3.99023 -2.63556 1.42483 0.24 0.19 -0.04 -0.234
S -2.61894 -1.77486 -0.82879 -0.63 1.01 -0.69 1.133
O -3.05443 -0.87971 -1.89656 0.03 -0.81 0.68 -0.689
O -1.55579 -1.11846 -0.03336 -0.78 -1.57 0.16 -0.580
O -2.34593 -3.14670 -1.22191 -0.12 0.70 0.72 -0.708
C 0.77921 -1.69172 -2.30921 1.67 -0.07 -1.01 -1.149
C 1.29398 -0.25515 -2.27147 -0.12 -1.57 -0.92 0.635
C 1.61342 0.30786 -3.70753 0.10 -1.29 1.26 -0.838
O 2.86764 -0.22804 -4.15974 -1.28 0.59 2.17 -0.327
C 3.09535 -0.03185 -5.49169 -0.14 -0.77 -1.43 -0.839
N 0.26550 0.50650 -1.61500 0.94 1.66 -0.78 0.044
H -0.22246 -1.76252 -2.73318 -0.10 0.12 0.30 0.263
H 0.87873 -2.21196 -1.35656 -0.29 0.16 -0.23 -0.151
H 1.46033 -2.13475 -3.03578 -0.06 -0.79 0.04 0.619
H 2.19472 -0.13450 -1.66964 0.17 -0.37 -0.18 -0.506
H 1.58740 1.39199 -3.59766 0.49 0.37 -0.46 0.517
H 0.81544 0.00533 -4.38561 -0.16 -0.01 -0.19 0.435
H 4.07156 -0.47944 -5.67815 0.31 0.84 -0.27 0.265
H 2.88498 0.98440 -5.82500 0.79 0.37 0.04 0.326
H 2.43790 -0.63200 -6.12071 -0.52 -0.33 -0.03 0.333
H 0.68282 1.40590 -1.80739 -0.71 1.29 0.91 0.176
H -0.52572 0.52476 -2.24249 -0.98 -0.27 0.34 0.300
C 3.79477 1.32869 1.79826 0.00 -1.05 -0.07 -1.714
C 2.67261 0.63533 0.99140 1.49 -0.55 2.08 0.832
C 2.38250 -0.78101 1.64963 0.57 1.72 -1.17 -1.190
O 1.35639 -1.36478 0.86112 0.90 0.61 -0.18 0.251
C 1.26953 -2.72749 1.12822 -1.30 -1.44 0.09 -1.026
N 1.48774 1.44554 0.98946 -0.26 0.85 -0.61 -0.531
H 4.06099 2.33471 1.47399 -0.30 -0.02 -0.13 0.408
H 4.68652 0.70800 1.71101 0.22 0.09 0.15 0.416
H 3.49290 1.32678 2.84562 0.10 0.27 0.10 0.430
H 3.07672 0.42845 0.00045 -0.51 0.11 -0.17 -0.113
H 2.08699 -0.81301 2.69832 -0.11 0.50 0.12 0.477
H 3.34603 -1.28010 1.54658 -0.10 -0.64 -0.09 0.606
H 0.39161 -3.16790 0.65558 -0.16 0.43 -0.30 0.265
H 1.07645 -2.88543 2.18929 0.51 -0.10 0.22 0.301
H 2.12022 -3.26893 0.71437 0.35 0.08 0.37 0.292
H 1.57933 2.24290 0.37634 0.05 -0.03 -0.82 0.367
H 1.42076 1.97498 1.84695 -0.55 -0.54 0.92 0.320
```
Forces are in eV/Å.

No. 2
The following is a DFT calculation (ωB97M-V/def2-TZVPD) of a single C5H6N2O molecule at a distorted geometry.

Computed properties:
ΔE to the lowest compared entry with this formula, charge and spin   118.84 kcal/mol
Total charge   0
Orbital gap   10.33 eV
SMILES   c1ncc(N2CC2)o1
M   110.116 u

XYZ file:
```
14
Properties=species:S:1:pos:R:3:forces:R:3:mulliken_charge:R:1
C -2.43393 -0.75802 0.03641 3.48 1.57 -1.53 0.103
N -2.71047 0.48064 0.22161 1.11 -0.43 -1.40 -0.497
C -1.49068 1.20600 -0.14969 -4.39 3.80 2.42 -0.106
C -0.43975 0.43061 -0.46702 -0.17 -0.66 2.01 0.181
N 1.04779 0.76747 -0.22922 -3.73 -1.38 1.54 -0.212
C 2.08821 -0.14134 -0.51947 0.40 -2.94 -2.32 -0.264
C 1.47831 -0.13971 0.96609 4.01 -0.09 -2.60 -0.457
O -1.02463 -0.86096 -0.31085 0.02 -1.29 -0.64 -0.331
H -3.06914 -1.62185 -0.22554 0.65 0.46 0.82 0.324
H -1.92445 2.32145 0.11485 2.81 -2.44 -1.29 0.322
H 3.12050 0.20970 -0.84980 -1.51 0.36 1.13 0.230
H 1.90071 -1.03056 -1.31228 -0.17 1.71 2.33 0.169
H 2.35043 0.34137 1.56779 -2.40 -0.86 -0.44 0.270
H 1.10711 -1.20480 1.15713 -0.11 2.19 -0.04 0.268
```
Forces are in eV/Å.

No. 3
The following is a DFT calculation (ωB97M-V/def2-TZVPD) of a single C6H10O molecule.

Computed properties:
ΔE to the lowest compared entry with this formula, charge and spin   75.80 kcal/mol
Total charge   0
Orbital gap   8.66 eV
M   98.145 u

XYZ file:
```
17
Properties=species:S:1:pos:R:3:forces:R:3:mulliken_charge:R:1
C 1.91120 -1.01346 -0.05175 0.03 -0.10 -0.02 -1.542
C 0.62394 -0.31855 -0.42603 0.20 0.25 0.03 0.505
O -0.44078 -1.23518 -0.25290 -0.10 0.11 0.12 -0.393
C -1.67477 -0.64356 -0.63006 -0.30 0.08 -0.06 -0.344
C -2.06744 0.69638 -0.18037 -0.02 -0.31 0.20 -0.656
C -1.05341 1.26175 0.70957 -0.22 0.21 -0.16 -0.268
C 0.39923 0.92969 0.41668 0.31 0.38 0.13 -0.688
H 2.05334 -1.88656 -0.68975 0.13 0.03 0.05 0.357
H 1.85979 -1.34321 0.99101 0.02 0.03 -0.13 0.378
H 2.76027 -0.32867 -0.16150 -0.13 -0.16 -0.02 0.375
H 0.67317 -0.01054 -1.48703 -0.13 -0.16 0.09 0.284
H -1.76509 -0.58310 -1.73058 -0.01 -0.15 -0.02 0.347
H -2.46540 -1.32137 -0.28710 -0.04 -0.02 -0.19 0.396
H 0.78555 1.79579 -0.11302 0.37 0.03 -0.09 0.329
H -1.37036 0.78399 1.65988 -0.12 -0.04 -0.12 0.275
H -1.14927 2.33735 0.86330 -0.28 -0.04 0.14 0.370
H 0.92001 0.87924 1.36963 0.30 -0.15 0.04 0.275
```
Forces are in eV/Å.

No. 4
The following is a DFT calculation (ωB97M-V/def2-TZVPD) of a gas-phase ion, C4H11N2O (charge -1) at a distorted geometry.

Computed properties:
ΔE to the lowest compared entry with this formula, charge and spin   65.76 kcal/mol
Total charge   -1
Orbital gap   5.85 eV
SMILES   NCNCCC[O-]
M   103.145 u

XYZ file:
```
18
Properties=species:S:1:pos:R:3:forces:R:3:mulliken_charge:R:1
N 0.16916 -1.40178 -2.78431 0.87 0.91 -1.03 -0.626
C 0.83498 -1.86436 -1.62496 -1.22 0.64 1.70 -0.289
N 0.07928 -1.47971 -0.31478 1.32 -2.16 1.23 -0.411
C -0.62920 -0.18492 0.10925 4.86 0.10 -2.94 -0.409
C 0.24971 0.61687 1.16109 -1.36 -2.06 0.50 -0.505
C -0.67310 1.72247 1.68621 0.09 0.18 1.14 -0.321
O -0.03291 2.82644 2.03250 0.08 0.73 0.06 -0.887
H 0.07095 -0.40281 -2.68928 0.04 0.19 -0.23 0.263
H -0.72076 -1.73605 -3.04060 -1.08 -0.95 0.29 0.224
H 1.77069 -1.34711 -1.65696 0.90 0.46 0.21 0.324
H 1.13727 -2.95644 -1.68191 -1.05 1.02 0.42 0.272
H 0.79146 -1.64702 0.43239 -1.05 0.01 -0.78 0.238
H -1.65805 -0.32900 0.30697 -0.79 -0.39 0.96 0.275
H -0.61734 0.35230 -0.86478 -0.27 0.57 0.62 0.117
H 0.43392 -0.05283 2.05566 -0.36 0.15 -0.83 0.233
H 1.29635 0.93735 1.00980 -0.71 0.23 -1.34 0.286
H -1.58215 1.86684 1.01283 0.48 -0.08 -0.14 0.135
H -1.09241 1.13334 2.55997 -0.74 0.45 0.15 0.081
```
Forces are in eV/Å.

Question: What is the formula in the fourth record?
Answer: C4H11N2O